# C8H10N4OS

2 unconnected molecules or ions with the total composition C8H10N4OS at a distorted geometry (ωB97M-V/def2-TZVPD, OMol25).

Last column: Löwdin charge in e.
CARTESIAN COORDINATES (ANGSTROEM)
O1 -3.232 0.816 -0.821  -0.072
C1 -1.896 1.250 -0.663  -0.201
C2 -1.417 1.338 0.763  -0.237
N1 -2.262 1.379 1.824  0.048
N2 -1.525 1.345 2.904  -0.049
N3 -0.297 1.137 2.614  0.040
N4 -0.202 1.088 1.271  0.003
C3 1.066 0.667 0.577  -0.133
C4 1.308 1.098 -0.719  -0.037
C5 2.383 0.558 -1.362  -0.083
C6 3.212 -0.439 -0.786  -0.049
C7 2.979 -0.817 0.556  -0.055
C8 1.916 -0.203 1.201  -0.044
H1 -3.750 1.422 -0.228  0.107
H2 -1.429 0.641 -1.426  0.127
H3 -1.930 2.237 -1.009  0.103
H4 0.654 1.576 -1.368  0.086
H5 2.400 0.679 -2.449  0.113
H6 3.983 -0.748 -1.483  0.100
H7 3.651 -1.325 1.226  0.105
H8 1.708 -0.637 2.195  0.125
S1 -2.452 -2.759 1.068  0.447
H9 -3.263 -2.538 0.146  -0.321
H10 -2.817 -1.698 2.022  -0.122

2S+1: 1
SMILES: OCc1nnnn1-c1ccccc1.S
E_HOMO (eV): -9.6
Lowest unoccupied orbital energy (eV): 0.37
ΔE to the lowest compared entry with this formula, charge and spin (kJ/mol): 172.2
Orbital gap (eV): 9.96
Charge: 0

***

# C4H5NOS

2 unconnected molecules or ions with the total composition C4H5NOS at a distorted geometry (ωB97M-V/def2-TZVPD, OMol25).

Last column: Löwdin charge in e.
CARTESIAN COORDINATES (ANGSTROEM)
C1 1.195 0.174 -0.726  -0.603
C2 0.229 2.467 -0.750  0.032
C3 0.171 -0.909 -1.093  -0.516
C4 0.053 -2.143 -0.240  -0.056
N1 -0.016 2.549 0.419  0.125
O1 -0.378 -0.797 -2.163  0.092
S1 2.498 -0.014 0.282  0.699
H1 0.989 1.027 -1.357  -0.056
H2 -0.723 -2.119 0.518  0.074
H3 0.040 -3.046 -0.952  0.108
H4 1.116 -2.315 0.305  0.082
H5 0.022 2.958 1.251  0.020

2S+1: 1
E_HOMO (eV): -8.9
Lowest unoccupied orbital energy (eV): -1.27
ΔE to the lowest compared entry with this formula, charge and spin (kJ/mol): 367.7
Orbital gap (eV): 7.67
Charge: 0

***

# C2H4OS2

C2H4OS2 in the gas phase at a distorted geometry (ωB97M-V/def2-TZVPD, OMol25).

Last column: Löwdin charge in e.
CARTESIAN COORDINATES (ANGSTROEM)
C1 0.929 0.118 -0.164  -0.715
C2 -1.790 -0.305 0.071  -0.324
O1 3.375 1.131 0.347  -0.601
S1 2.890 -0.195 0.033  0.800
S2 -0.131 -1.186 -0.321  0.744
H1 0.756 1.118 -0.257  -0.034
H2 -1.668 -0.239 1.184  0.042
H3 -2.483 -1.078 -0.296  0.016
H4 -1.877 0.637 -0.596  0.073

2S+1: 3
E_HOMO (spin up / spin down) (eV): -7.1 / -9.7
Lowest unoccupied orbital energy (spin up / spin down) (eV): 0.61 / -1.24
ΔE to the lowest compared entry with this formula, charge and spin (kJ/mol): 70.9
Orbital gap (spin up / spin down) (eV): 7.72 / 8.48
Expectation value of S²: 2.010
Charge: 0

***

# C4H28O11S

11 unconnected molecules or ions with the total composition C4H28O11S at a distorted geometry (ωB97M-V/def2-TZVPD, OMol25).

Last column: Löwdin charge in e.
CARTESIAN COORDINATES (ANGSTROEM)
O1 -0.241 1.433 -2.231  0.054
C1 -0.180 1.395 -1.024  -0.226
C2 -0.100 0.151 -0.201  -0.153
C3 -0.859 0.032 1.146  -0.251
C4 -1.345 -1.400 1.361  -0.586
S1 -1.047 -2.046 2.999  0.729
H1 -0.028 2.292 -0.414  0.104
H2 0.959 -0.116 -0.191  0.079
H3 -0.555 -0.682 -0.742  0.083
H4 -0.184 0.359 1.936  0.064
H5 -1.661 0.759 1.200  0.081
H6 -0.908 -2.051 0.603  0.050
H7 -2.420 -1.516 1.206  0.063
H8 0.229 -1.667 3.156  -0.166
O2 -0.494 -2.600 -2.779  -0.058
H9 -0.144 -3.164 -2.079  0.057
H10 0.224 -1.977 -3.012  0.013
O3 0.202 2.684 2.414  -0.048
H11 -0.389 3.231 1.863  0.016
H12 0.392 3.238 3.171  0.057
O4 2.050 -0.669 2.543  -0.068
H13 2.991 -0.843 2.613  0.061
H14 1.774 -0.736 1.620  -0.003
O5 -3.236 0.874 -0.462  -0.060
H15 -2.917 0.023 -0.827  -0.001
H16 -4.184 0.977 -0.540  0.049
O6 1.231 -0.465 -3.176  -0.060
H17 1.245 -0.589 -4.132  0.063
H18 0.544 0.213 -3.014  0.005
O7 1.753 -2.291 0.110  -0.077
H19 2.169 -1.776 -0.621  0.018
H20 2.542 -2.731 0.437  0.051
O8 -2.722 -1.397 -1.765  -0.057
H21 -3.473 -1.995 -1.793  0.066
H22 -1.925 -1.887 -2.054  0.009
O9 3.387 -0.442 -0.760  -0.064
H23 3.578 -0.149 -1.665  0.063
H24 3.227 0.449 -0.399  0.030
O10 -1.649 3.441 0.501  -0.062
H25 -2.155 3.345 1.320  0.064
H26 -1.962 2.635 0.053  0.016
O11 2.331 1.744 0.912  -0.056
H27 1.762 2.519 0.919  0.028
H28 2.186 1.397 1.802  0.023

2S+1: 1
SMILES: O=CCCCS.O.O.O.O.O.O.O.O.O.O
E_HOMO (eV): -8.3
Lowest unoccupied orbital energy (eV): 0.33
ΔE to the lowest compared entry with this formula, charge and spin (kJ/mol): 0.0
Orbital gap (eV): 8.68
Charge: 0

***

# C25H49BCl4I2N2O5P

A molecular structure, C25H49BCl4I2N2O5P (ωB97M-V/def2-TZVPD, OMol25).

Last column: Löwdin charge in e.
CARTESIAN COORDINATES (ANGSTROEM)
C1 -6.066 1.035 -0.911  -0.106
C2 -5.346 2.375 -1.072  -0.264
C3 -4.582 2.813 0.177  -0.223
C4 -3.443 1.855 0.563  -0.214
C5 -3.809 0.801 1.621  -0.201
C6 -3.088 -0.538 1.411  -0.209
C7 -2.774 -1.279 2.713  -0.207
C8 -2.634 -2.798 2.559  -0.196
C9 -1.709 -3.203 1.413  -0.200
C10 -0.341 -2.522 1.489  -0.218
C11 0.616 -3.126 0.471  -0.164
C12 1.988 -2.472 0.273  -0.154
C13 2.081 -0.938 0.216  -0.423
P1 2.185 -0.123 1.967  0.992
C14 0.575 0.667 2.228  -0.229
O1 1.977 -1.387 2.992  -0.354
N1 3.482 -0.667 -0.357  0.087
C15 3.834 0.767 -0.624  -0.128
B1 5.299 0.816 -1.277  -0.686
O2 6.148 1.866 -1.131  0.183
O3 5.666 -0.285 -1.994  0.190
C16 2.730 1.391 -1.494  -0.372
C17 3.041 2.900 -1.691  -0.695
I1 3.878 3.166 -3.653  0.986
C18 1.898 3.877 -1.431  -0.808
C19 2.382 5.311 -1.297  -0.186
I2 0.400 3.826 -2.994  0.882
N2 1.449 1.154 -0.848  0.017
C20 1.094 -0.264 -0.742  -0.287
C21 0.911 -0.997 -2.094  -0.128
C22 0.324 -0.131 -3.206  -0.183
C23 -0.123 -1.017 -4.397  -0.079
C24 -1.608 -1.282 -4.272  -0.518
O4 -2.061 -2.022 -3.463  0.149
O5 -2.413 -0.619 -5.167  0.085
H1 -6.838 0.904 -1.670  0.071
H2 -5.375 0.190 -0.967  0.066
H3 -6.562 0.980 0.062  0.071
H4 -6.083 3.141 -1.321  0.104
H5 -4.636 2.310 -1.904  0.100
H6 -5.280 2.888 1.018  0.113
H7 -4.173 3.812 0.009  0.103
H8 -3.106 1.346 -0.349  0.099
H9 -2.592 2.439 0.925  0.101
H10 -4.887 0.632 1.614  0.102
H11 -3.533 1.175 2.611  0.113
H12 -3.688 -1.182 0.760  0.119
H13 -2.160 -0.318 0.867  0.084
H14 -3.577 -1.071 3.427  0.116
H15 -1.857 -0.880 3.162  0.091
H16 -3.618 -3.240 2.386  0.116
H17 -2.233 -3.216 3.487  0.110
H18 -1.562 -4.288 1.412  0.119
H19 -2.169 -2.952 0.451  0.113
H20 -0.495 -1.463 1.276  0.055
H21 0.054 -2.630 2.502  0.107
H22 0.801 -4.164 0.763  0.128
H23 0.101 -3.188 -0.491  0.108
H24 2.692 -2.828 1.033  0.110
H25 2.376 -2.857 -0.680  0.121
H26 0.715 1.382 3.040  0.052
H27 0.270 1.222 1.344  0.035
H28 -0.198 -0.042 2.527  0.017
H29 2.794 -1.875 3.155  -0.009
H30 3.574 -1.177 -1.241  0.157
H31 4.161 -1.059 0.298  0.168
H32 3.856 1.293 0.334  0.124
H33 6.035 2.385 -0.327  0.121
H34 6.619 -0.438 -2.005  0.134
H35 2.781 0.896 -2.474  0.094
H36 3.858 3.216 -1.039  0.074
H37 1.340 3.573 -0.548  0.074
H38 2.878 5.645 -2.209  0.048
H39 1.552 5.986 -1.101  0.073
H40 3.104 5.384 -0.478  0.089
H41 0.706 1.654 -1.323  0.039
H42 0.126 -0.300 -0.236  0.130
H43 0.191 -1.798 -1.929  0.108
H44 1.832 -1.486 -2.438  0.123
H45 0.992 0.655 -3.555  0.074
H46 -0.560 0.370 -2.791  0.113
H47 0.102 -0.528 -5.343  0.120
H48 0.394 -1.977 -4.365  0.127
H49 -2.539 0.307 -4.927  0.119
C25 2.363 -3.554 6.267  -2.047
Cl1 3.361 -2.506 7.271  0.544
Cl2 3.228 -3.885 4.740  0.522
Cl3 2.070 -5.079 7.087  0.556
Cl4 0.834 -2.758 5.903  0.539

2S+1: 1
E_HOMO (eV): -11.6
Lowest unoccupied orbital energy (eV): -2.77
Orbital gap (eV): 8.88
Charge: +1

***

# C3H5NOS2

2 unconnected molecules or ions with the total composition C3H5NOS2 at a distorted geometry (ωB97M-V/def2-TZVPD, OMol25).

Last column: Löwdin charge in e.
CARTESIAN COORDINATES (ANGSTROEM)
C1 -1.662 -0.200 -0.199  -1.076
C2 0.764 -0.006 0.006  -0.280
C3 1.987 -0.990 -0.098  -0.559
H1 -0.540 1.907 0.794  0.341
H2 -2.510 1.631 -0.282  0.089
H3 0.886 0.426 1.052  0.108
H4 0.753 0.902 -0.798  0.155
H5 1.728 -2.011 0.071  0.036
N1 -1.698 1.034 -0.222  0.080
O1 -0.416 -0.853 -0.141  -0.182
S1 -2.919 -1.262 -0.054  0.669
S2 3.627 -0.577 -0.129  0.619

2S+1: 1
E_HOMO (eV): -8.6
Lowest unoccupied orbital energy (eV): -2.47
ΔE to the lowest compared entry with this formula, charge and spin (kJ/mol): 567.8
Orbital gap (eV): 6.15
Charge: 0

***

# C4H13N3O2

2 unconnected molecules or ions with the total composition C4H13N3O2 at a distorted geometry (ωB97M-V/def2-TZVPD, OMol25).

Last column: Löwdin charge in e.
CARTESIAN COORDINATES (ANGSTROEM)
H1 -1.847 1.707 -3.621  0.087
N1 -1.150 0.956 -3.488  0.097
N2 -1.093 0.387 -2.442  -0.045
O1 -1.863 0.919 -1.318  -0.206
C1 -2.185 -0.153 -0.469  -0.132
H2 -2.260 0.219 0.548  0.080
H3 -3.124 -0.622 -0.781  0.081
H4 -1.358 -0.886 -0.549  0.070
C2 1.746 -1.072 -0.660  -0.091
C3 1.691 -0.666 0.807  -0.257
N3 0.480 0.093 1.090  -0.273
C4 0.297 0.326 2.511  -0.088
O2 0.595 1.375 0.450  -0.053
H5 0.894 -1.697 -0.916  0.062
H6 1.737 -0.190 -1.295  0.063
H7 2.658 -1.630 -0.855  0.068
H8 2.586 -0.083 1.070  0.118
H9 1.660 -1.556 1.440  0.116
H10 0.102 -0.631 2.992  0.084
H11 -0.566 0.976 2.645  0.080
H12 1.169 0.799 2.979  0.085
H13 -0.170 1.432 -0.139  0.054

2S+1: 1
SMILES: [H]/N=N\OC.CCN(C)O
E_HOMO (eV): -8.8
Lowest unoccupied orbital energy (eV): 0.86
ΔE to the lowest compared entry with this formula, charge and spin (kJ/mol): 485.4
Orbital gap (eV): 9.65
Charge: 0

***

# C6H40NO14

14 unconnected molecules or ions with the total composition C6H40NO14 at a distorted geometry (ωB97M-V/def2-TZVPD, OMol25).

Last column: Löwdin charge in e.
CARTESIAN COORDINATES (ANGSTROEM)
C1 -1.710 0.823 -1.665  -0.240
O1 -1.209 1.276 -2.896  -0.087
C2 -0.553 0.718 -0.651  -0.317
C3 -0.887 -0.304 0.504  -0.153
C4 -2.361 -0.218 1.044  -0.244
C5 -2.656 1.062 1.819  -0.212
C6 -2.167 0.685 3.251  -0.109
N1 0.637 0.134 -1.338  0.061
H1 -2.468 1.507 -1.191  0.121
H2 -2.238 -0.154 -1.772  0.123
H3 -0.307 1.616 -0.151  0.104
H4 -0.759 -1.300 0.128  0.089
H5 -0.236 -0.139 1.353  0.094
H6 -2.578 -1.106 1.710  0.096
H7 -3.064 -0.634 0.250  0.109
H8 -3.697 1.317 1.909  0.098
H9 -2.010 1.849 1.406  0.079
H10 -2.913 0.471 4.011  0.063
H11 -1.473 -0.154 3.272  0.050
H12 -1.646 1.555 3.667  0.069
H13 1.314 0.886 -1.511  0.041
H14 0.461 -0.367 -2.204  0.090
H15 -0.320 1.710 -2.780  0.075
H16 1.449 4.075 -3.258  0.051
O2 1.018 3.553 -2.581  -0.109
H17 -3.296 -3.331 0.863  0.031
H18 -2.271 -4.506 0.254  0.003
O3 -3.029 -3.870 0.102  -0.109
H19 2.585 -2.403 -1.458  0.005
H20 1.964 -3.806 -1.504  0.029
O4 2.245 -3.068 -2.066  -0.067
H21 0.433 -1.901 2.001  0.017
H22 1.565 -2.640 1.228  0.077
O5 0.660 -2.768 1.663  -0.075
H23 -0.542 3.926 1.383  -0.022
H24 -1.842 4.565 0.875  0.001
O6 -1.438 4.211 1.667  -0.098
H25 -1.708 -3.874 -1.533  0.023
H26 -0.929 -4.299 -2.881  0.053
O7 -1.012 -4.406 -1.938  -0.049
H27 1.407 4.324 -0.033  0.048
H28 1.313 3.031 -0.029  0.035
O8 0.969 3.758 0.638  -0.129
H29 2.088 -0.670 0.379  0.004
H30 3.564 -0.427 0.494  0.010
O9 2.874 -1.058 0.819  -0.115
H31 3.700 0.051 -1.756  0.027
H32 3.562 1.292 -0.856  -0.018
O10 4.053 0.366 -0.923  -0.144
H33 3.421 2.863 -0.974  0.013
H34 1.765 3.264 -1.924  0.011
O11 2.601 2.364 -0.942  -0.337
H35 -0.297 -4.305 1.117  0.013
H36 -0.425 -5.023 -0.305  0.019
O12 -0.712 -5.025 0.624  -0.071
H37 -0.379 4.240 -1.872  -0.007
H38 -1.653 3.710 -1.385  0.007
O13 -1.225 4.570 -1.460  -0.092
H39 1.203 -1.644 4.886  0.031
H40 1.532 -2.672 3.710  0.002
O14 1.824 -2.307 4.558  -0.068

2S+1: 1
E_HOMO (eV): -6.7
Lowest unoccupied orbital energy (eV): 2.52
ΔE to the lowest compared entry with this formula, charge and spin (kJ/mol): 308.1
Orbital gap (eV): 9.26
Charge: -1